This record from the OMol25 dataset describes a structure of composition C34H25F3InN6O2S at a distorted geometry. The level of theory is wB97M-V/def2-TZVPD.

Values from the calculation:
Orbital gap, eV: 7.1
Net charge: +1
Multiplicity: 1
HOMO, eV: -10.20
F_max, eV/Å: 1.284
Total energy, a.u.: -2677.4324

Positions of all 72 atoms, in Å:
In1 1.364 4.083 18.763
C1 3.650 3.100 21.782
O1 3.453 3.044 20.345
C2 4.582 3.042 19.563
C3 5.871 3.127 20.055
C4 6.952 3.085 19.178
C5 6.743 2.921 17.808
C6 5.448 2.821 17.323
C7 4.371 2.856 18.194
N1 3.029 2.723 17.780
N2 2.838 2.008 16.769
C8 1.544 1.662 16.395
C9 0.456 1.677 17.263
O2 0.503 2.188 18.464
C10 -0.742 1.067 16.794
C11 -0.881 0.638 15.509
C12 0.144 0.810 14.554
C13 -0.039 0.578 13.170
C14 0.982 0.815 12.281
C15 2.238 1.250 12.743
C16 2.444 1.477 14.072
C17 1.389 1.304 14.994
H1 4.299 2.275 22.083
H2 4.096 4.046 22.061
H3 2.665 2.968 22.223
H4 6.099 3.233 21.100
H5 7.963 3.157 19.570
H6 7.600 2.898 17.157
H7 5.278 2.699 16.267
H8 -1.583 0.983 17.459
H9 -1.809 0.238 15.161
H10 -0.985 0.166 12.797
H11 0.766 0.689 11.228
H12 3.046 1.453 12.047
H13 3.407 1.803 14.445
F1 5.575 6.939 19.850
C18 4.660 7.811 20.336
F2 5.238 8.551 21.295
F3 4.288 8.628 19.353
C19 3.508 7.070 20.962
C20 3.258 7.159 22.307
C21 2.283 6.350 22.899
C22 1.619 5.426 22.107
N3 1.853 5.332 20.785
C23 2.754 6.164 20.205
S1 2.873 6.075 18.475
H14 3.819 7.808 22.943
H15 2.027 6.421 23.933
H16 0.885 4.737 22.530
C24 -3.220 5.669 19.806
C25 -2.263 6.521 19.281
C26 -1.019 6.004 18.988
N4 -0.698 4.730 19.197
C27 -1.631 3.893 19.677
C28 -2.913 4.327 20.005
H17 -4.197 6.041 20.059
H18 -2.464 7.583 19.079
H19 -0.209 6.652 18.632
H20 -1.292 2.865 19.756
H21 -3.662 3.638 20.385
N5 -0.078 4.128 11.184
C29 0.112 4.278 12.308
C30 0.339 4.439 13.723
C31 1.588 4.811 14.196
C32 1.763 4.854 15.567
N6 0.803 4.567 16.447
C33 -0.411 4.251 15.992
C34 -0.681 4.171 14.641
H22 2.400 5.069 13.534
H23 2.701 5.118 16.009
H24 -1.149 4.007 16.737
H25 -1.672 3.873 14.292



This record from the OMol25 dataset describes a cluster of 2 separate species, CHClO3S in total at a distorted geometry. The level of theory is wB97M-V/def2-TZVPD.

Values from the calculation:
Orbital gap, eV: 9.1
Net charge: 0
Multiplicity: 1
HOMO, eV: -9.04
F_max, eV/Å: 3.669
Structure (SMILES): O=C=O.OSCl
Total energy, a.u.: -1122.8034

Positions of all 7 atoms, in Å:
O1 3.175 0.902 0.166
C1 2.267 0.208 0.120
O2 1.330 -0.443 0.178
O3 -1.150 -0.851 -0.488
S1 -1.385 0.254 0.701
Cl1 -3.431 0.339 0.720
H1 -0.805 -0.409 -1.396



This record from the OMol25 dataset describes the ion C49H77N16O6 with charge +1 at a distorted geometry. The level of theory is wB97M-V/def2-TZVPD.

Values from the calculation:
Orbital gap, eV: 9.2
Net charge: +1
Multiplicity: 1
HOMO, eV: -10.43
F_max, eV/Å: 1.118
Total energy, a.u.: -3240.7461

Positions of all 148 atoms, in Å:
C1 -4.240 3.807 -0.363
C2 -3.266 4.059 -1.014
C3 -2.099 4.357 -1.831
H1 -1.191 4.196 -1.240
O1 -1.941 3.516 -2.959
C4 -2.880 3.700 -3.994
H2 -3.221 4.740 -4.048
C5 -4.100 2.782 -3.832
O2 -3.744 1.426 -3.650
C6 -3.197 0.779 -4.789
H3 -3.442 1.341 -5.695
C7 -1.672 0.583 -4.688
O3 -1.300 -0.579 -3.978
C8 -1.464 -1.796 -4.693
H4 -2.432 -2.253 -4.451
H5 -1.436 -1.591 -5.769
C9 -0.335 -2.774 -4.357
N1 -0.585 -3.546 -3.166
C10 0.428 -3.863 -2.324
N2 1.514 -3.100 -2.344
C11 2.419 -3.380 -1.407
N3 2.325 -4.382 -0.531
C12 1.245 -5.155 -0.682
N4 0.240 -4.910 -1.523
N5 1.195 -6.306 0.032
C13 2.106 -6.525 1.124
C14 1.432 -6.068 2.451
N6 0.033 -5.807 2.190
C15 -0.516 -4.603 1.918
O4 -1.651 -4.483 1.501
C16 0.327 -3.353 2.233
N7 -0.168 -2.272 1.427
C17 -1.416 -1.775 1.349
C18 -1.348 -0.843 0.332
N8 -0.079 -0.827 -0.121
N9 0.613 -1.684 0.539
C19 -2.415 0.032 -0.239
C20 -3.688 -0.781 -0.523
C21 -4.875 0.138 -0.799
H6 -4.999 0.848 0.014
H7 -4.745 0.684 -1.729
H8 -5.787 -0.446 -0.879
C22 -3.465 -1.784 -1.662
C23 -4.384 -2.996 -1.551
H9 -4.163 -3.553 -0.643
H10 -5.429 -2.697 -1.530
H11 -4.240 -3.662 -2.398
H12 -2.432 -2.139 -1.643
H13 -3.640 -1.280 -2.613
H14 -3.902 -1.344 0.390
H15 -2.634 0.816 0.499
N10 -1.874 0.693 -1.450
H16 -1.115 1.392 -1.137
H17 -1.443 -0.001 -2.081
H18 -2.609 1.175 -1.988
H19 -2.214 -2.111 1.972
H20 1.362 -3.488 1.905
C24 0.262 -2.998 3.732
C25 1.015 -1.716 3.958
C26 0.348 -0.524 4.205
C27 1.033 0.675 4.251
C28 2.406 0.704 4.021
C29 3.090 -0.496 3.863
C30 2.398 -1.689 3.828
H21 2.943 -2.612 3.690
H22 4.163 -0.478 3.745
O5 3.034 1.900 3.943
H23 3.915 1.761 3.559
H24 0.523 1.602 4.460
H25 -0.722 -0.535 4.359
H26 0.698 -3.815 4.309
H27 -0.782 -2.889 4.031
C31 -0.597 -6.954 1.558
C32 -0.029 -7.069 0.120
H28 -0.720 -6.649 -0.610
H29 0.178 -8.114 -0.128
H30 -0.371 -7.839 2.153
H31 -1.674 -6.794 1.539
H32 1.925 -5.192 2.862
H33 1.485 -6.865 3.199
H34 2.343 -7.591 1.162
H35 3.014 -5.957 0.925
N11 3.545 -2.625 -1.406
C33 3.554 -1.400 -2.167
C34 2.943 -0.271 -1.332
N12 3.681 -0.124 -0.090
C35 3.942 1.023 0.553
O6 4.470 1.062 1.655
C36 3.481 2.331 -0.130
N13 2.058 2.415 0.092
C37 1.416 2.744 1.232
C38 0.075 2.679 0.909
N14 0.002 2.297 -0.385
N15 1.190 2.146 -0.860
C39 -1.130 3.010 1.731
N16 -1.700 1.767 2.248
H36 -2.464 1.981 2.880
H37 -0.998 1.258 2.776
H38 -1.888 3.438 1.064
C40 -0.758 4.045 2.810
H39 -0.188 4.850 2.343
H40 -0.107 3.563 3.543
C41 -1.964 4.656 3.535
C42 -2.703 5.653 2.646
H41 -3.558 6.065 3.177
H42 -3.063 5.187 1.732
H43 -2.044 6.475 2.376
C43 -1.499 5.346 4.816
H44 -2.344 5.789 5.337
H45 -0.789 6.136 4.582
H46 -1.017 4.640 5.488
H47 -2.661 3.856 3.814
H48 1.927 2.975 2.142
H49 3.637 2.283 -1.209
C44 4.235 3.550 0.426
C45 5.694 3.468 -0.021
H50 6.157 2.568 0.373
H51 5.776 3.453 -1.104
H52 6.246 4.326 0.355
C46 3.583 4.877 0.009
C47 3.363 5.041 -1.492
H53 2.987 6.041 -1.695
H54 4.293 4.919 -2.040
H55 2.635 4.327 -1.871
H56 4.227 5.683 0.363
H57 2.623 4.988 0.520
H58 4.220 3.494 1.519
C48 3.836 -1.370 0.653
C49 4.358 -2.511 -0.223
H59 4.312 -3.449 0.329
H60 5.390 -2.320 -0.532
H61 4.516 -1.182 1.483
H62 2.847 -1.647 1.035
H63 1.904 -0.533 -1.105
H64 2.949 0.647 -1.912
H65 4.591 -1.170 -2.428
H66 2.966 -1.544 -3.071
H67 -1.327 -4.230 -3.196
H68 -0.187 -3.438 -5.219
H69 0.584 -2.215 -4.174
H70 -1.250 0.553 -5.701
H71 -1.227 1.419 -4.142
H72 -3.685 -0.199 -4.856
H73 -4.654 3.052 -2.930
H74 -4.756 2.896 -4.704
H75 -2.353 3.459 -4.923
H76 -2.147 5.412 -2.141
H77 -5.091 3.612 0.220



This record from the OMol25 dataset describes an isolated molecule of C3H7NS at a distorted geometry. The level of theory is wB97M-V/def2-TZVPD.

Values from the calculation:
Orbital gap, eV: 9.0
Net charge: 0
Multiplicity: 1
HOMO, eV: -8.20
F_max, eV/Å: 3.222
Structure (SMILES): CN(C)C=S
Total energy, a.u.: -571.4209

Positions of all 12 atoms, in Å:
C1 1.011 0.142 1.201
N1 0.376 0.749 -0.025
C2 0.390 2.153 -0.353
C3 -0.403 -0.122 -0.687
S1 -0.770 -1.647 -0.165
H1 1.648 0.893 1.645
H2 0.234 -0.055 1.933
H3 1.574 -0.721 1.015
H4 -0.457 2.676 0.205
H5 1.312 2.597 -0.018
H6 0.312 2.275 -1.456
H7 -0.919 0.399 -1.474



This record from the OMol25 dataset describes the ion C5H9ClNS with charge +1 at a distorted geometry. The level of theory is wB97M-V/def2-TZVPD.

Values from the calculation:
Orbital gap, eV: 8.0
Net charge: +1
Multiplicity: 1
HOMO, eV: -12.68
F_max, eV/Å: 3.191
Total energy, a.u.: -1108.6713

Positions of all 17 atoms, in Å:
C1 2.582 0.492 -0.696
C2 -0.436 -1.581 0.386
C3 -1.271 -0.385 0.438
C4 0.874 -1.484 -0.476
C5 -1.469 1.988 0.126
N1 -0.757 0.735 0.061
S1 2.229 -0.680 0.480
Cl1 3.951 1.453 -0.332
H1 0.003 -1.893 1.367
H2 -0.985 -2.408 -0.137
H3 -2.297 -0.520 0.833
H4 0.298 0.651 -0.291
H5 1.159 -2.439 -0.850
H6 0.740 -0.717 -1.313
H7 -2.454 1.688 -0.121
H8 -0.901 2.563 -0.511
H9 -1.264 2.535 1.037



This record from the OMol25 dataset describes an isolated molecule of C20H24N2O5S at a distorted geometry. The level of theory is wB97M-V/def2-TZVPD.

Values from the calculation:
Orbital gap, eV: 9.4
Net charge: 0
Multiplicity: 1
HOMO, eV: -8.99
F_max, eV/Å: 1.131
Structure (SMILES): COc1ccc(CC(=O)NCc2ccccc2)cc1S(=O)(=O)N1CCOCC1
Total energy, a.u.: -1660.4106

Positions of all 52 atoms, in Å:
C1 1.821 0.966 -3.998
O1 1.508 0.436 -2.718
C2 0.365 0.921 -2.138
C3 -0.898 0.556 -2.602
C4 -2.034 0.982 -1.942
C5 -1.946 1.779 -0.802
C6 -3.188 2.154 -0.048
C7 -3.691 0.892 0.661
O2 -4.715 0.326 0.358
N1 -2.859 0.471 1.639
C8 -2.984 -0.834 2.252
C9 -1.917 -1.779 1.759
C10 -1.656 -1.876 0.397
C11 -0.671 -2.726 -0.070
C12 0.061 -3.496 0.818
C13 -0.198 -3.410 2.175
C14 -1.178 -2.552 2.643
C15 -0.686 2.148 -0.350
C16 0.451 1.731 -1.015
S1 2.037 2.387 -0.462
O3 1.725 3.426 0.478
O4 2.816 2.718 -1.616
N2 2.863 1.236 0.389
C17 2.396 0.917 1.717
C18 1.558 -0.364 1.700
O5 2.293 -1.424 1.136
C19 2.650 -1.140 -0.202
C20 3.495 0.136 -0.299
H1 2.617 0.338 -4.393
H2 0.957 0.935 -4.668
H3 2.178 1.994 -3.894
H4 -0.978 -0.072 -3.476
H5 -3.007 0.689 -2.305
H6 -2.980 2.936 0.682
H7 -3.971 2.490 -0.728
H8 -1.982 0.951 1.770
H9 -3.977 -1.206 1.975
H10 -2.935 -0.735 3.341
H11 -2.232 -1.283 -0.299
H12 -0.477 -2.790 -1.131
H13 0.831 -4.159 0.456
H14 0.370 -4.008 2.871
H15 -1.375 -2.484 3.704
H16 -0.556 2.800 0.501
H17 1.827 1.774 2.075
H18 3.270 0.768 2.361
H19 1.298 -0.679 2.712
H20 0.634 -0.203 1.120
H21 3.220 -2.002 -0.550
H22 1.743 -1.034 -0.811
H23 3.627 0.436 -1.337
H24 4.474 -0.035 0.163



Computed energy above the lowest of the compared OMol25 structures with the same formula, charge and spin, in the same sequence as the records: 0.0 9.7 6.8 11.3 0.0 46.4 kcal per mole.